{
  "formula": "C30H46IrO3P2",
  "method": "ωB97M-V/def2-TZVPD",
  "elements": ["Ir", "C", "C", "C", "C", "C", "C", "H", "H", "H", "C", "H", "H", "H", "C", "H", "H", "H", "C", "H", "H", "H", "C", "H", "H", "H", "C", "C", "C", "C", "C", "C", "C", "C", "H", "H", "H", "H", "H", "H", "H", "H", "H", "H", "H", "H", "P", "C", "C", "P", "C", "C", "C", "H", "H", "H", "H", "H", "H", "H", "H", "H", "H", "H", "H", "H", "H", "O", "C", "C", "C", "C", "C", "C", "C", "O", "O", "H", "H", "H", "H", "H"],
  "positions_angstrom": [[-0.349901, -1.936071, -0.635547], [-1.629333, -2.102593, 1.586370], [-1.231962, -3.269156, 0.786764], [0.704673, -2.145840, 1.524668], [-0.440280, -1.488455, 2.090983], [0.220883, -3.322623, 0.771670], [-3.026679, -1.738571, 1.942457], [-3.705699, -2.566512, 1.724085], [-3.412632, -0.828351, 1.466667], [-3.039000, -1.570569, 3.024847], [-0.436497, -0.262855, 2.934377], [-0.628260, 0.630606, 2.312828], [0.514151, -0.107950, 3.461930], [-1.234811, -0.335177, 3.673973], [2.121618, -1.806010, 1.878948], [2.342026, -2.220167, 2.878387], [2.287419, -0.718814, 1.907700], [2.837112, -2.221005, 1.157947], [0.965484, -4.539628, 0.350722], [0.882474, -5.394029, 1.039762], [2.008650, -4.266547, 0.241593], [0.552894, -4.843759, -0.612754], [-2.098426, -4.425512, 0.450217], [-1.864896, -5.296135, 1.086203], [-1.899164, -4.732561, -0.571334], [-3.144394, -4.176927, 0.549006], [-1.386819, 3.526318, -0.863367], [-2.466799, 2.983088, -0.327145], [-2.755811, 1.464962, -0.193953], [-2.479038, 0.758595, -1.545323], [-1.232591, -0.009683, -1.659504], [0.109751, 0.347250, -1.175410], [0.412825, 1.738299, -0.733376], [-0.244159, 2.846393, -1.573983], [-3.855766, 1.313770, -0.009961], [-2.430594, 1.499609, -2.352175], [-2.181372, 0.955135, 0.602693], [-0.585598, 2.389987, -2.550745], [-1.329934, 4.644591, -0.930671], [-3.218728, 3.634110, 0.056452], [0.519098, 3.622655, -1.782642], [0.046183, 1.804918, 0.298321], [0.441562, -0.246179, -0.144512], [1.510217, 1.841086, -0.622761], [-3.314244, 0.093101, -1.794080], [-1.461210, -0.995195, -2.236014], [-1.096330, 0.126182, -4.050509], [-1.168376, 1.924808, -4.555948], [-1.353147, -0.710825, -5.670096], [0.944480, -1.079050, -2.299592], [0.706293, -0.081539, -3.882944], [0.452401, -2.676606, -3.028504], [2.686418, -0.935553, -2.091513], [-0.173309, 2.380946, -4.512869], [-1.862677, 2.531689, -3.974108], [-1.507877, 1.954840, -5.588578], [-0.879552, -0.107868, -6.446043], [-2.415979, -0.819589, -5.880418], [-0.888230, -1.693931, -5.642718], [3.186637, -0.539899, -3.001780], [3.039097, -1.964952, -1.900266], [2.831139, -0.252226, -1.230067], [1.263347, 0.862306, -3.949861], [1.009044, -0.665339, -4.770873], [1.074742, -3.447378, -2.567546], [0.611474, -2.669339, -4.112183], [-0.617141, -2.823210, -2.772212], [0.868431, 4.595000, 3.687831], [1.483012, 3.700517, 4.282925], [1.664251, 3.719847, 5.723601], [2.469991, 2.811456, 6.367572], [3.155589, 1.838992, 5.647325], [3.019609, 1.751584, 4.258795], [2.143246, 2.583916, 3.593566], [1.974508, 2.447635, 2.109718], [2.333283, 1.450131, 1.486618], [1.411159, 3.488641, 1.511615], [1.110111, 4.161374, 2.257565], [1.177857, 4.527569, 6.254924], [2.574586, 2.874459, 7.456505], [3.789697, 1.137692, 6.148186], [3.589776, 1.070153, 3.657602]],
  "forces_ev_per_angstrom": [[-2.428, 1.760, 1.970], [0.698, -1.152, -1.190], [-0.263, 0.369, 2.115], [-0.358, -0.977, -0.031], [0.148, 0.161, -0.794], [0.191, -0.012, 1.326], [-0.059, -0.086, 0.205], [0.041, 0.236, 0.025], [0.226, -0.189, 0.043], [-0.197, 0.037, -0.097], [0.221, 0.152, 0.014], [0.037, -0.209, 0.248], [-0.237, -0.095, -0.232], [0.002, 0.142, 0.003], [0.068, 0.060, -0.218], [-0.019, 0.086, -0.346], [-0.139, -0.305, 0.045], [-0.191, -0.055, 0.239], [0.133, -0.017, -0.019], [-0.019, 0.389, -0.065], [0.285, -0.285, -0.160], [0.272, -0.307, -0.006], [0.228, -0.320, -0.182], [-0.106, 0.371, -0.083], [-0.189, -0.223, -0.214], [-0.258, -0.072, -0.064], [0.102, 1.451, -0.944], [0.161, -1.435, 0.636], [-0.696, 0.560, -0.798], [-0.843, 0.482, 0.417], [-0.723, -1.263, -0.485], [-0.526, -2.005, 1.327], [0.690, 0.657, -0.233], [0.440, -0.238, -0.380], [1.125, 0.304, 0.220], [-0.581, 0.090, 0.500], [-0.304, 0.417, -0.147], [0.573, 0.882, 1.350], [-0.231, -1.132, 0.250], [-0.400, 0.360, 0.344], [-0.431, -0.537, -0.137], [0.103, 0.026, -0.163], [-0.242, 0.900, -0.912], [-0.619, 0.107, -0.160], [0.145, 0.076, -0.001], [0.656, 0.780, 1.276], [0.046, 1.385, -1.907], [-0.260, -0.210, -0.248], [-0.111, 0.061, 0.025], [2.499, 2.706, -2.943], [-0.042, -0.812, -0.065], [0.082, -1.097, -0.454], [1.069, -0.490, 0.190], [-0.252, -0.140, -0.023], [-0.007, -0.078, -0.069], [-0.075, -0.017, -0.092], [0.008, -0.087, -0.091], [0.028, 0.005, -0.049], [-0.096, -0.104, -0.047], [-0.324, -0.263, 0.687], [0.384, 0.625, 0.231], [0.331, -0.523, -0.373], [-0.192, -0.203, 0.610], [0.223, 0.028, 0.579], [-0.201, -0.102, -0.157], [-0.159, -0.122, 0.114], [0.414, -0.464, -0.643], [-0.331, 0.289, -0.208], [0.868, -1.021, 0.866], [0.018, 0.212, 0.119], [-0.487, 0.553, 0.546], [0.082, -0.113, -0.152], [-0.919, 0.713, -0.567], [0.333, 0.070, -0.340], [0.247, -0.159, -0.479], [-0.238, 0.755, 0.681], [-0.119, 0.060, 0.725], [0.258, -0.664, -0.792], [-0.043, -0.052, 0.057], [0.023, -0.063, -0.491], [0.317, -0.188, 0.272], [0.136, -0.430, -0.004]],
  "e_above_lowest_kj_mol": 236.8,
  "total_charge": 2,
  "s2": 8.818,
  "spin_multiplicity": 6,
  "homo_lumo_gap_ev": [6.475, 5.879],
  "max_force_ev_per_a": 4.7,
  "homo_ev": [-12.3, -14.2]
}